Density functional theory data (ωB97M-V/def2-TZVPD) for 4 unconnected molecules or ions with the total composition C51H97N4O8 at a distorted geometry.

Positions of all 160 atoms, in Å:
O  -3.88559  1.44979  -0.38847
O  -2.54909  -0.50130  0.83167
O  -7.66003  1.74501  1.60330
O  -1.76244  1.61080  -1.73212
O  -0.00747  9.96152  -7.13491
O  1.98603  -5.22327  6.50919
O  -0.82699  4.09392  -4.20043
O  3.88835  -3.67540  0.61811
N  -7.32634  0.93171  -0.78619
N  3.92872  -5.08150  0.62616
N  0.14265  8.65558  -7.63572
N  2.10219  -5.00937  7.89467
C  -0.34138  1.41385  1.37786
C  -1.88654  -3.01913  1.18805
C  -2.95567  -2.82489  -1.35776
C  0.12960  9.30494  -10.08654
C  4.63352  -6.99485  -0.80267
C  3.27306  -4.80830  3.07152
C  -1.77723  5.20095  -1.32881
C  3.90848  -6.79734  7.73710
C  0.10883  -3.45853  7.48649
C  -2.01100  8.56128  -8.99644
C  4.91754  -5.51533  -0.41767
C  -1.09807  6.50327  -7.80101
C  -2.40844  1.64935  -0.56434
C  -0.14035  5.23158  -3.55546
C  -2.31027  3.43067  1.26337
C  -5.61306  0.18217  1.15766
C  0.29806  -6.95151  9.23255
C  -0.26091  -5.70766  8.54798
C  -6.95996  1.04316  0.70658
C  -0.21559  -2.74664  -0.97661
C  3.84627  -7.02151  2.21063
C  0.76459  -4.54858  8.39870
C  -0.48211  -2.88109  2.03877
C  2.23737  9.61245  -8.72240
C  -4.31571  1.23047  1.03261
C  -2.84127  -1.74205  1.56512
C  -7.84716  2.25589  -1.29966
C  0.94996  8.74258  -8.89742
C  -1.19483  8.57720  -10.28556
C  0.95693  -3.82595  9.76204
C  4.20188  -5.52036  2.03470
C  -1.06537  4.49588  1.25149
C  2.65419  -6.26459  8.50371
C  -2.12265  8.31471  -6.49668
C  1.24409  0.85929  -0.85893
C  0.12643  3.06410  -4.64404
C  1.59996  -7.39875  8.57805
C  0.79833  1.75417  0.24994
C  -2.86169  0.70176  1.66835
C  -1.69167  -3.29783  -0.41521
C  6.39463  -5.35635  0.04097
C  6.66959  -5.87188  1.45053
C  -1.86852  1.86026  0.98339
C  -0.57656  4.98435  -0.23431
C  -1.10997  6.11557  -2.56001
C  4.76136  -4.74035  -1.76874
C  1.51308  7.34572  -9.27498
C  -1.22754  8.05210  -7.75372
C  3.20298  -5.97730  9.92750
C  5.67740  -5.28926  2.45025
C  -8.34763  -0.18052  -0.87646
H  -0.79367  -2.79629  3.18145
H  2.21457  -4.92560  2.80249
H  -1.95937  6.00595  -7.33935
H  3.48599  -3.73785  3.16442
H  -0.51636  7.03609  -2.11166
H  -1.62011  7.99001  -5.57742
H  3.88427  -7.31148  3.26813
H  2.03608  6.88756  -8.42680
H  -2.98653  -3.51769  -2.32068
H  -1.77058  9.08089  -11.07146
H  1.37551  -7.77263  7.57073
H  5.86667  -5.72808  3.43845
H  -2.81893  0.57999  2.83722
H  -0.11169  4.15939  1.83979
H  3.73214  -4.79987  -2.14313
H  1.71330  -0.22214  -0.67032
H  5.87634  -4.21497  2.55605
H  -3.94901  -2.05349  1.28651
H  -0.15833  -2.98268  -2.14536
H  -2.43441  -3.98398  1.62860
H  -2.81880  -1.63261  2.74041
H  -0.04815  2.04122  2.35030
H  7.06365  -5.87086  -0.66136
H  -2.11480  4.19505  -1.83541
H  6.67802  -4.29618  0.00850
H  -3.98980  -2.82384  -0.76721
H  -2.39530  9.36935  -6.38627
H  -1.46139  5.47456  1.80867
H  3.89670  -5.12785  9.92013
H  -4.79747  2.19852  1.53875
H  -0.06946  6.05396  -0.08175
H  4.87827  -7.19934  -1.85175
H  -0.02424  -1.62059  -0.72263
H  -1.14091  -5.36132  9.10586
H  4.53124  -7.69908  1.70355
H  5.22464  -7.70741  -0.22099
H  0.25307  5.92090  -4.44593
H  2.01288  10.67374  -8.57034
H  5.03633  -3.68403  -1.68297
H  0.16307  -3.88058  1.97150
H  -9.36485  0.16656  -0.41092
H  3.66584  -7.16668  6.73483
H  -0.43112  2.01721  -4.54044
H  -0.80735  -3.06348  7.94283
H  -0.62771  -6.00451  7.55668
H  0.10986  -1.93080  1.69752
H  1.20687  1.21082  -1.99119
H  3.57343  -7.24288  -0.68521
H  3.40553  -5.23267  4.07435
H  0.75651  6.64550  -9.62525
H  -2.90807  7.94767  -9.15247
H  -2.75678  -1.72410  -1.76732
H  -3.22936  3.78056  0.58726
H  -1.62422  -4.48340  -0.53852
H  4.67493  -6.01667  7.63897
H  -5.79066  -0.14555  2.27831
H  -5.50228  -0.75853  0.45865
H  1.94065  -3.34941  9.82751
H  -1.04659  6.11101  -8.82032
H  -7.92252  2.18572  -2.47624
H  -8.40678  -0.51394  -1.99772
H  5.41842  -5.15997  -2.54068
H  4.36555  -7.64062  8.26934
H  0.44827  -6.76545  10.29993
H  2.42866  -5.77642  10.66606
H  1.08133  2.98212  -3.94437
H  0.83999  4.91122  -2.95794
H  -0.07649  10.37200  -9.93234
H  -8.86505  2.53213  -0.77533
H  -3.06978  7.76546  -6.56701
H  3.75459  -6.84238  10.31633
H  -1.02354  7.55740  -10.64213
H  2.00285  -8.25575  9.13318
H  7.68807  -5.59159  1.74543
H  2.23574  7.42407  -10.09685
H  0.78938  -2.61325  7.32718
H  -0.43795  -7.76190  9.16628
H  0.83559  -4.49395  10.61910
H  -2.74329  3.43860  2.37571
H  -2.68036  5.78765  -0.85587
H  -7.99719  -1.12540  -0.23677
H  -0.18853  -3.85063  6.50842
H  6.63864  -6.96510  1.47050
H  -7.03330  3.07126  -1.00337
H  2.87107  9.56091  -9.61631
H  -0.21031  0.28922  1.67604
H  0.49418  3.17250  -5.75119
H  2.83081  -7.23198  1.85368
H  0.23869  4.31425  -0.73949
H  0.58610  -3.48002  -0.48280
H  -1.99878  6.50748  -3.21388
H  -0.21750  6.15790  -7.24928
H  0.22197  -3.02555  9.90866
H  1.36306  2.79253  0.34242
H  0.71392  9.24326  -11.01374
H  -2.37013  9.58227  -8.81217
H  2.83951  9.26381  -7.87246

Calculated values
* total charge: 0
* total energy: -76778.7221 eV
* <S²>: 3.764
* HOMO energy (spin up / spin down): -7.7 / -7.7 eV
* gap between HOMO and LUMO (spin up / spin down): 8.2 / 7.3 eV
* 2S+1: 4
* molar mass: 894.357 Da


Density functional theory data (ωB97M-V/def2-TZVPD) for a molecular structure, C44H34B4InN10O36 at a distorted geometry.

Positions of all 129 atoms, in Å:
In  1.39334  -0.63552  0.55258
O  2.65855  1.16528  -2.05504
O  -5.97374  2.35461  -3.97862
O  1.59035  3.99202  4.98357
O  -2.92337  -2.47174  0.11831
O  -3.91392  7.19434  -4.66086
O  -0.46714  -1.59791  -4.32592
O  -3.95807  0.76284  3.27043
O  -0.00088  0.12506  -1.97364
O  -7.27534  -2.31548  0.54366
O  -1.57248  -5.23308  -1.47926
O  5.78331  5.24477  4.40727
O  -5.24245  -2.79341  -0.30159
O  -3.56495  0.73257  0.95168
O  -5.57463  6.64368  -3.35769
O  3.89120  4.02336  4.04112
O  -6.66701  0.21813  -1.95959
O  3.66613  3.45909  6.34070
O  -3.92603  1.20578  -4.04357
O  -5.04301  2.48405  1.74857
O  -4.39870  -4.05839  1.53905
O  -0.80620  -2.62972  -0.49127
O  -7.91534  0.64763  1.14831
O  -7.03313  3.38956  1.11242
O  -0.22608  3.52976  3.61588
O  1.73066  2.84980  -3.05714
O  -2.62170  -0.84596  -4.08539
O  -4.41870  -0.34900  -2.32551
O  5.54117  4.16429  7.19438
O  -5.80376  0.24170  1.84881
O  -6.31618  -4.12642  2.87589
O  -1.82567  0.18992  3.88895
O  -3.58442  -4.57886  -0.69180
O  -1.47243  0.28923  0.84828
O  1.27598  1.01422  3.19486
O  2.79726  1.98443  4.50514
O  -2.18853  0.73369  -2.30328
N  4.27491  1.17952  0.50325
N  2.37764  1.78875  -3.07385
N  3.86393  -0.94416  2.86145
N  1.20442  2.67675  0.26278
N  4.44833  -1.82921  -0.34943
N  1.72816  -3.63255  0.48109
N  -0.30091  -6.03929  5.30363
N  -0.27360  -2.22634  2.77399
N  1.84734  -2.09310  -2.07929
N  -4.43965  6.54208  -3.78407
C  -2.30644  -4.42462  -0.94469
C  1.61726  -4.69269  0.02803
C  2.66960  -0.06911  -6.91739
C  1.36156  -3.96550  -3.88831
C  -5.50060  0.45674  -2.47509
C  4.90725  4.50037  4.79723
C  -3.78007  5.03373  -1.82764
C  -1.55996  4.12486  -3.18846
C  7.07934  -2.15627  -0.68837
C  0.42244  5.10327  0.78919
C  5.61423  -1.94691  -0.47728
C  1.64020  -2.93299  -2.86558
C  1.55015  -6.04348  -0.56782
C  -3.54153  5.50148  -3.12111
C  4.78706  4.07976  6.25332
C  -1.31720  -0.89629  -3.75599
C  1.70654  1.98589  3.85343
C  -5.64839  -3.72144  1.87378
C  -2.44177  0.56033  1.53515
C  5.19815  1.11764  1.16212
C  0.88542  3.27937  4.14046
C  -2.88209  4.09095  -1.24361
C  -2.35988  -2.93411  4.31498
C  -2.63878  0.44493  3.04401
C  -1.07016  -0.00116  -2.51526
C  3.25806  -0.09857  -4.52621
C  -6.31083  2.43161  1.41604
C  1.06393  -6.12198  3.10747
C  5.04090  -1.31167  5.24516
C  6.46254  1.02262  1.93341
C  1.91544  1.72062  -5.43872
C  -2.41281  5.01408  -3.79096
C  -6.17051  -2.78197  0.66659
C  -1.85911  3.58207  -1.93423
C  -1.89885  -3.08657  -0.35284
C  0.26564  -6.13209  4.32497
C  0.88109  3.75570  0.45780
C  1.99991  1.11111  -6.72454
C  4.36994  -1.12613  3.88335
C  3.31328  -0.67343  -5.84493
C  -1.21799  -2.54424  3.41793
C  2.53649  1.16757  -4.35930
C  -5.16008  1.49964  -3.60259
C  -6.81137  0.99976  1.59322
B  -4.03665  -3.49905  0.22528
B  -3.30084  0.17949  -3.18914
B  2.98335  3.36627  4.98240
B  -4.62040  1.08702  1.98225
H  -0.70393  3.72412  -3.71097
H  0.74547  5.71242  -0.05501
H  1.32719  2.62586  -5.40839
H  0.92149  5.57251  1.63705
H  -2.22895  5.19321  -4.84002
H  1.66539  -5.88013  -1.63933
H  0.77785  -6.77885  2.28603
H  2.58086  -0.51119  -7.89876
H  4.28770  -0.78224  5.82867
H  -1.21563  2.82584  -1.50945
H  6.16737  1.14016  2.97608
H  0.67009  -6.66935  -0.41984
H  7.52446  -1.92880  -1.65699
H  -0.65583  5.16735  0.93524
H  -3.21584  -3.24481  3.71590
H  0.54384  -4.57663  -3.50627
H  -1.90624  -3.86617  4.65199
H  7.15755  1.82423  1.68346
H  1.50307  1.52488  -7.58961
H  -3.13451  3.66852  -0.28223
H  2.19618  -4.56823  -4.24640
H  2.04276  -6.48559  3.42019
H  7.56679  -1.54938  0.07463
H  2.31636  -6.56162  0.00885
H  0.95126  -3.56146  -4.81380
H  3.77080  -0.55201  -3.69081
H  7.06862  0.13053  1.77544
H  7.27739  -3.21751  -0.53788
H  -2.59710  -2.19438  5.07958
H  4.93540  -2.36627  5.49972
H  -4.59687  5.46736  -1.26978
H  6.09272  -1.02659  5.26725
H  1.28473  -5.13015  2.71299
H  3.85130  -1.60899  -5.80401

Calculated values
* total charge: -1
* total energy: -142675.8020 eV
* HOMO energy: -7.2 eV
* gap between HOMO and LUMO: 2.0 eV
* molar mass: 1436.856 Da


Density functional theory data (ωB97M-V/def2-TZVPD) for a gas-phase ion, C3H8NO3 (charge -1) at a distorted geometry.

Positions of all 15 atoms, in Å:
O  -0.85639  1.99132  -0.30251
O  1.07730  1.88319  1.03443
O  0.11294  1.06670  1.59117
N  -1.15461  1.11227  0.60207
C  -1.23059  -0.24489  0.04732
C  1.13688  -1.08535  -0.13915
C  -0.10306  -0.73168  -0.95665
H  -1.31135  -0.87569  0.92161
H  -2.22631  -0.26346  -0.34671
H  -0.38254  -1.67587  -1.38955
H  0.23547  0.08204  -1.61959
H  0.39677  2.23400  0.17659
H  0.75440  -1.51238  0.75807
H  1.81521  -1.69453  -0.72666
H  1.73590  -0.28568  0.34958

Calculated values
* total charge: -1
* total energy: -10868.0747 eV
* HOMO energy: -2.3 eV
* energy relative to the best compared isomer or geometry (same formula, charge and spin): 7.7130 eV
* gap between HOMO and LUMO: 6.6 eV
* molar mass: 106.101 Da


Density functional theory data (ωB97M-V/def2-TZVPD) for C7H12 in the gas phase at a distorted geometry.

Positions of all 19 atoms, in Å:
C  2.15633  -2.30294  -0.25021
C  1.27094  -1.76565  0.57149
C  -0.41284  1.64064  -0.23867
C  -1.05235  -0.68818  -0.75911
C  -1.80480  2.07116  0.23040
C  0.98535  -0.27072  0.67252
C  -0.16556  0.13364  -0.21608
H  0.39509  2.14849  0.29229
H  1.91853  0.21230  0.37808
H  0.53588  -2.39958  1.05511
H  -2.48326  2.29930  -0.59681
H  -2.30676  1.23764  0.72199
H  -0.26380  1.99073  -1.26041
H  2.95684  -1.75646  -0.73059
H  -1.79572  -0.36214  -1.47296
H  2.12694  -3.36669  -0.46383
H  0.75377  -0.05260  1.71850
H  -1.78066  2.96836  0.84107
H  -1.03392  -1.73729  -0.49278

Calculated values
* total charge: 0
* total energy: -7451.9313 eV
* HOMO energy: -9.2 eV
* energy relative to the best compared isomer or geometry (same formula, charge and spin): 1.5001 eV
* gap between HOMO and LUMO: 10.4 eV
* molar mass: 96.173 Da


Among the records above, which one has the highest molar mass? C44H34B4InN10O36


Copy entry 4 word for word.
Density functional theory data (ωB97M-V/def2-TZVPD) for C7H12 in the gas phase at a distorted geometry.

Positions of all 19 atoms, in Å:
C  2.15633  -2.30294  -0.25021
C  1.27094  -1.76565  0.57149
C  -0.41284  1.64064  -0.23867
C  -1.05235  -0.68818  -0.75911
C  -1.80480  2.07116  0.23040
C  0.98535  -0.27072  0.67252
C  -0.16556  0.13364  -0.21608
H  0.39509  2.14849  0.29229
H  1.91853  0.21230  0.37808
H  0.53588  -2.39958  1.05511
H  -2.48326  2.29930  -0.59681
H  -2.30676  1.23764  0.72199
H  -0.26380  1.99073  -1.26041
H  2.95684  -1.75646  -0.73059
H  -1.79572  -0.36214  -1.47296
H  2.12694  -3.36669  -0.46383
H  0.75377  -0.05260  1.71850
H  -1.78066  2.96836  0.84107
H  -1.03392  -1.73729  -0.49278

Calculated values
* total charge: 0
* total energy: -7451.9313 eV
* HOMO energy: -9.2 eV
* energy relative to the best compared isomer or geometry (same formula, charge and spin): 1.5001 eV
* gap between HOMO and LUMO: 10.4 eV
* molar mass: 96.173 Da